# 1
Molecular formula: C24H72AsB2F14N6O6
Method: DFT, ωB97M-V/def2-TZVPD

Results
Total charge: +3
Orbital gap in eV: 9.60

```
125
Properties=species:S:1:pos:R:3:forces:R:3:lowdin_charge:R:1
H -4.755 5.162 -2.092 0.626 0.386 -0.147 0.162
H 5.899 -0.806 0.912 0.402 -0.135 -0.340 0.155
N -8.950 -4.156 2.355 0.114 0.828 0.599 0.218
H 1.519 -2.321 -0.663 0.025 0.299 0.760 0.159
C 7.610 0.571 1.379 -0.290 -1.723 -1.696 -0.206
C -4.024 2.991 -2.684 -0.121 2.387 0.826 -0.132
F 2.875 -0.787 1.361 -1.003 0.950 -0.646 0.125
H 4.672 2.034 4.469 0.287 -0.185 -0.396 0.068
C 6.184 0.682 -0.748 0.210 1.193 1.209 -0.028
H -7.980 -4.524 -0.845 -0.534 -0.223 -1.272 0.129
H 8.285 0.531 4.509 0.360 -0.657 0.726 0.086
F -3.285 -0.122 -1.830 0.354 -0.535 0.221 -0.245
H 8.395 -0.166 0.982 -0.937 0.650 0.797 0.165
H -0.012 2.210 8.000 -0.386 0.711 -0.691 0.105
C 1.526 0.870 -5.006 0.854 1.498 1.478 -0.181
H 5.212 0.790 2.445 0.175 0.122 -0.885 0.132
F 2.036 -1.845 3.299 0.726 0.538 -0.986 0.089
C 2.613 -4.540 -2.518 1.892 -1.012 0.622 -0.111
N -3.834 5.441 -2.531 -0.758 -0.797 -0.134 0.212
H 0.220 -5.221 -1.921 0.527 1.074 -0.128 0.156
C -7.900 -4.465 0.208 0.721 -1.552 1.213 -0.265
N 1.281 1.972 -2.803 -2.152 -0.607 0.972 0.186
O 1.598 -3.601 -2.376 -0.741 -0.510 0.124 -0.194
H -5.357 -2.561 0.045 0.812 0.650 0.186 0.078
H 2.845 0.679 3.675 0.114 0.499 -0.623 0.113
N 5.156 1.028 1.427 0.803 -1.426 1.547 0.207
H 7.921 1.526 1.008 0.205 0.983 -0.296 0.120
H 8.593 1.990 3.693 0.363 0.375 -0.368 0.092
H -1.875 5.099 -4.512 -0.104 -0.454 0.033 0.102
H -1.214 1.387 7.145 -0.322 -0.468 -0.608 0.078
H 1.528 3.504 5.705 -0.093 0.828 -0.336 0.134
B 3.185 -1.535 2.489 -0.197 0.520 1.401 -1.288
H -1.083 3.111 6.740 0.895 -0.452 -0.004 0.107
H -4.237 2.183 -3.334 -0.435 -0.825 -0.681 0.124
H 1.343 2.735 -2.094 0.936 -0.218 -0.359 0.130
B 2.481 2.682 0.329 -0.927 -0.168 -0.131 -1.241
C -2.198 4.154 -4.036 -1.462 1.097 -1.556 -0.030
H 5.171 0.565 -1.117 0.208 -0.723 -0.772 0.070
F -1.366 0.436 -0.320 -0.140 -0.095 -0.982 -0.253
H -3.928 6.334 -3.028 0.354 -0.121 0.489 0.180
F 1.809 2.286 1.490 -0.814 -0.490 0.006 0.116
F 2.834 1.548 -0.459 0.271 0.141 0.312 0.085
H 3.878 1.092 -3.749 0.265 -1.204 0.772 0.071
F 3.555 3.369 0.816 1.403 0.555 -0.445 0.158
C 1.645 2.539 6.162 2.539 -0.618 -0.638 -0.230
N 1.022 -2.710 0.165 -0.065 0.058 -1.130 0.247
H 0.062 -1.203 -5.291 -0.214 0.289 0.401 0.092
H 1.364 0.752 4.332 0.114 0.475 -0.100 0.169
H 1.669 3.036 -4.527 0.170 -0.428 0.040 0.162
F 4.083 -0.707 3.258 -0.382 0.141 0.385 0.066
H -7.415 -5.422 0.554 -0.132 0.598 -0.322 0.156
F -1.705 -1.873 -0.843 -0.167 -0.517 0.044 -0.244
C 3.475 2.067 -3.813 0.711 1.493 -1.450 -0.037
H 3.399 -4.062 -3.092 0.046 -0.128 -0.385 0.091
H 1.472 1.077 -2.276 -0.216 0.943 -0.621 0.149
H 3.137 -4.805 -1.530 -0.903 0.162 -1.175 0.111
H 0.081 -2.319 0.132 -0.205 0.228 0.009 0.129
H 4.017 3.542 5.074 -0.330 0.969 -0.306 0.084
H 1.985 -0.051 -4.567 -0.673 0.257 -0.348 0.147
H -4.287 4.555 -4.301 -0.829 -0.358 -0.735 0.144
H -1.437 -0.249 -5.645 0.173 -0.180 0.219 0.090
C -0.350 -0.281 -5.719 -0.521 -0.316 -0.352 -0.094
H 0.256 1.976 -3.017 0.757 -0.717 0.078 0.123
C 0.514 -4.164 -1.655 0.685 -0.299 0.842 -0.152
C -9.222 -4.361 0.880 -1.297 0.009 -0.395 -0.296
H 4.073 2.488 -4.645 -0.624 -0.010 0.087 0.109
As -1.577 -0.459 -1.820 1.140 0.210 -0.720 0.818
H -2.249 3.369 -4.819 0.544 0.306 0.667 0.118
H 2.261 -5.475 -3.016 0.262 0.649 0.309 0.113
H 4.260 0.664 1.133 -0.724 0.197 -0.349 0.093
F -1.392 0.944 -2.821 0.099 0.572 0.302 -0.254
H -9.730 -3.637 2.794 0.248 -0.569 -0.157 0.176
C -0.514 2.191 7.002 1.069 -0.540 0.585 -0.021
H 2.017 2.676 7.166 -0.225 0.135 0.659 0.137
C -5.891 -3.433 -0.220 -1.868 -0.413 -0.589 -0.014
H 1.441 -2.466 1.041 0.654 0.296 0.674 0.116
H -5.399 -4.372 0.004 0.387 0.011 0.237 0.091
H 9.448 0.506 3.111 0.391 -0.097 0.239 0.097
H 2.985 0.821 5.967 -0.195 0.131 0.049 0.165
H -1.555 3.967 -3.227 1.083 -0.724 0.886 0.056
H 1.888 1.058 -5.987 1.067 -0.088 -0.909 0.128
C 2.001 2.077 -4.092 -0.411 -0.405 -0.804 -0.295
F 1.661 3.489 -0.525 0.136 -0.100 0.347 0.077
C 8.553 0.917 3.553 -1.014 0.299 -0.587 -0.033
F 3.813 -2.620 2.041 0.725 -1.926 -0.174 0.215
H 1.849 -4.662 0.007 1.134 0.232 -0.005 0.131
H -6.509 2.554 -0.536 -0.227 0.704 0.017 0.086
O 0.533 1.765 6.042 -2.855 -0.026 1.168 -0.188
C -3.620 4.287 -3.520 0.749 -1.117 1.922 -0.259
H -5.276 1.460 -1.081 -0.648 0.808 -0.652 0.100
H -0.280 -3.464 -1.891 -0.592 -0.239 0.459 0.105
C -10.010 -3.116 0.437 -0.041 -0.581 0.709 -0.010
F -1.644 -1.413 -3.307 -0.203 0.385 1.413 -0.238
H -10.862 -2.959 1.107 0.044 0.056 -0.127 0.092
H -9.727 -5.346 0.780 -0.086 0.853 0.084 0.174
H 7.062 0.274 -1.235 -0.468 -0.255 -0.827 0.098
H 6.297 1.796 -0.731 0.236 -0.769 -0.015 0.108
C 2.775 1.754 5.436 -0.409 0.273 0.296 -0.293
H -10.417 -3.165 -0.568 0.267 -0.158 -0.127 0.103
C 0.931 -4.144 -0.127 -1.541 -0.949 -1.991 -0.329
C -0.083 -4.855 0.686 -1.467 1.021 1.103 -0.035
H -1.052 -4.362 0.504 0.017 -0.154 0.230 0.091
H -6.130 -3.448 -1.321 0.137 0.229 1.022 0.117
F 0.250 -0.664 -1.857 -1.292 0.082 0.126 -0.283
O -7.142 -3.369 0.559 1.662 0.429 -0.634 -0.200
C 4.082 2.497 5.240 -0.273 -0.971 0.693 -0.006
H 4.614 2.334 6.161 0.514 0.212 0.359 0.096
H -8.116 -3.533 2.484 -0.415 -0.716 -0.333 0.182
H -3.143 5.429 -1.775 0.010 0.422 -0.288 0.177
H 1.893 2.178 3.644 0.306 -0.553 -0.889 0.157
H -0.113 -0.342 -6.777 0.260 0.399 -0.364 0.092
N 2.197 1.332 4.133 -0.683 -0.645 0.697 0.221
H 5.200 2.031 1.340 0.001 0.517 -0.501 0.141
H 0.129 -4.775 1.761 -0.045 -0.219 -0.234 0.103
C -5.939 2.318 -1.421 0.912 -1.657 0.005 -0.064
H -9.306 -2.295 0.544 -0.209 0.343 -0.238 0.090
H -0.232 -5.885 0.410 0.358 -0.401 -0.124 0.094
H -6.604 1.984 -2.239 0.298 0.123 0.384 0.106
H 3.713 2.719 -2.984 0.099 -0.229 0.482 0.088
O -5.120 3.404 -1.852 -0.535 -0.225 -0.432 -0.240
H -8.815 -5.045 2.837 0.117 0.148 0.154 0.178
O 0.142 0.899 -5.104 -0.200 -0.566 0.542 -0.200
O 7.421 0.579 2.738 -0.295 -0.324 0.632 -0.200
H -3.271 2.686 -1.951 0.595 0.015 -0.608 0.127
C 6.236 0.208 0.692 0.278 1.804 1.272 -0.247
```
Forces are in eV/Å.


# 2
Molecular formula: C24H72F3O24V
Method: DFT, ωB97M-V/def2-TZVPD

Results
<S²>: 2.005
Multiplicity: 3
Orbital gap (spin up / spin down) in eV: 9.64 / 9.98

```
124
Properties=species:S:1:pos:R:3:forces:R:3:mulliken_spin:R:1
C 3.415 -0.236 -5.276 0.881 1.803 -1.779 0.000
H -3.465 -3.123 -3.594 0.969 0.552 1.112 0.001
C -2.338 -2.864 -1.619 0.926 2.049 -2.548 0.013
H -1.712 2.251 4.712 0.687 0.415 -0.212 0.000
O -0.955 -3.054 -1.236 -1.711 1.668 0.076 0.005
C -6.583 0.119 -1.746 0.188 -1.224 0.385 0.000
H 2.330 -2.109 2.900 -1.465 -0.095 -1.438 0.000
C 2.184 -1.052 4.766 0.277 -2.225 0.475 0.000
O 3.415 -2.180 -4.053 -0.251 -0.764 1.013 0.001
H 1.756 -3.217 0.569 -0.734 -0.444 0.711 0.000
H 1.196 5.131 -2.054 -0.134 1.050 -1.584 0.000
C 0.280 -5.028 1.629 -0.731 0.590 0.874 -0.004
H -1.689 -2.858 -3.785 -0.440 -0.007 1.058 -0.001
H -0.257 -3.183 1.280 -0.386 0.291 -0.063 0.006
C 3.355 2.938 2.399 0.017 -1.035 -0.148 0.000
H -6.558 1.576 -0.030 -0.004 0.610 0.165 0.000
H -0.344 0.767 -2.540 -0.057 -0.182 -0.238 0.001
C -0.783 2.872 4.742 0.084 -0.143 1.974 0.000
O -0.724 1.669 -2.447 -0.218 -0.776 -0.162 0.005
O 2.232 1.424 0.765 -1.357 1.053 -1.015 0.001
H 2.922 -0.705 -2.567 0.951 0.881 -3.332 -0.005
C 0.907 -5.698 0.443 0.566 -2.401 -0.247 0.006
O 0.096 -5.400 -0.703 -0.104 0.015 0.470 0.001
H 2.434 -1.141 0.775 -0.180 0.691 0.568 0.006
O -6.778 0.842 0.553 -0.030 -0.574 -0.342 0.000
H 4.454 -0.423 3.696 -0.894 -0.814 -0.173 0.000
H -4.909 1.125 -1.717 -0.934 0.620 -0.385 0.000
H -0.841 -3.986 -1.184 0.725 -1.721 0.342 -0.015
H 0.937 4.140 1.631 1.035 0.217 -0.021 0.000
H -2.539 -1.791 -1.678 0.060 0.103 0.937 -0.005
H -2.196 1.423 -4.006 -0.133 -0.435 0.275 0.000
H -0.407 4.467 -1.529 0.153 0.086 -0.016 0.000
H -7.625 0.174 -2.025 -0.294 0.799 -0.158 0.000
H -1.752 3.049 -3.260 -1.218 -0.555 -0.508 0.000
H -5.425 -0.516 -0.132 1.001 -0.493 0.281 0.000
O -1.727 4.228 2.892 0.435 -0.414 1.817 0.000
C 2.969 -1.771 3.651 -0.878 1.838 1.793 0.000
H -6.232 -0.791 -2.253 0.397 0.335 -0.607 0.000
H -0.829 -5.162 1.656 0.706 -0.274 -0.330 0.000
C -0.499 2.560 -4.737 -0.121 -0.728 -0.340 0.000
H 0.490 -5.526 -1.571 0.740 -0.121 0.220 0.000
O -2.394 -4.714 -3.066 -0.018 -0.401 -0.104 0.000
C 3.078 -1.879 0.341 2.187 1.562 0.494 -0.002
H -3.054 -3.401 -1.032 -0.051 -0.292 0.637 0.000
C -0.641 -1.464 3.394 -1.023 -1.547 0.658 0.000
H 3.739 -2.296 1.154 -0.025 0.818 -1.212 0.003
H -7.082 -1.131 -0.013 0.241 0.393 -0.223 0.000
H -2.473 1.474 -1.610 1.392 0.008 -0.675 0.000
H -0.086 2.500 0.916 0.529 1.311 0.213 0.000
H -2.043 -3.089 3.309 0.072 0.311 -0.471 0.000
H 4.513 -0.399 -5.447 -0.914 0.285 0.071 0.000
H 0.211 -2.126 3.164 -0.074 0.702 0.237 0.000
C -1.408 2.063 -3.632 1.104 3.007 1.038 0.000
O 0.381 4.688 1.058 -1.286 0.400 -0.380 0.000
O 3.807 -0.831 3.080 2.014 0.831 -0.697 0.000
C -2.461 -3.265 -3.081 -0.539 -1.892 -1.377 0.000
H 2.001 -5.526 0.311 -0.844 0.739 -0.052 0.000
H -1.509 -1.596 0.934 0.033 -0.554 -0.169 -0.001
H -1.543 4.883 4.802 -0.456 -0.141 0.696 0.000
O -0.448 -0.104 3.085 -0.062 0.336 -0.428 0.000
O -3.253 1.514 -1.083 -1.294 0.413 -0.144 0.000
F 1.103 -3.323 -2.801 0.491 0.432 0.422 0.007
H 4.263 -1.928 -1.492 0.391 -0.425 0.061 -0.003
H 0.921 -6.817 0.631 -0.465 0.948 -0.202 0.000
O -0.643 1.747 0.836 -1.132 -1.192 -0.415 0.001
O 2.140 3.570 2.727 0.144 0.838 0.300 0.000
O 0.414 1.593 -5.154 2.861 0.916 1.335 0.000
F 0.008 -0.750 -2.867 0.293 -0.637 0.561 0.011
H 3.523 2.119 3.126 0.096 0.247 -0.401 0.000
C -2.935 1.129 0.226 0.018 0.944 0.484 0.001
O 3.319 0.669 -4.160 -1.212 -0.244 -0.232 0.000
H 3.204 3.208 0.279 -0.244 0.317 -0.284 0.000
H 1.385 -1.731 5.118 0.077 0.396 -0.105 0.000
H -1.132 2.739 -5.595 -0.440 0.899 -0.192 0.000
H -2.757 -1.490 2.860 0.467 -0.418 0.303 0.000
C -0.991 4.216 4.160 -0.143 1.654 -1.863 0.000
C -6.450 -0.267 -0.294 -1.070 0.482 0.742 0.000
H -0.027 4.763 4.037 -0.323 -0.636 -0.076 0.000
H -0.917 -1.611 4.506 0.847 0.865 -1.421 0.000
C 3.258 2.395 0.986 0.709 -1.342 -0.328 0.000
H 4.255 3.599 2.409 -0.851 -0.050 0.262 0.000
O 2.598 -0.869 -1.725 -1.320 0.306 2.920 0.020
H 0.639 -5.343 2.615 0.255 -0.716 -0.447 0.000
O -1.765 -2.444 1.353 0.274 0.613 0.289 0.000
H -2.255 3.142 0.718 0.196 -0.713 0.335 0.000
H -1.111 4.546 2.241 0.456 0.316 -0.850 0.000
H -0.096 1.411 3.849 0.333 -1.476 -0.828 0.000
O 3.104 -0.857 5.837 0.603 -0.441 -0.486 0.000
H 3.383 -2.698 3.972 1.147 -0.548 0.887 0.000
O 1.307 3.276 -1.507 0.453 -0.683 0.763 0.000
O 0.527 -3.635 1.644 0.695 0.086 -0.360 0.000
H 2.888 -2.184 -6.024 0.250 0.241 -0.260 0.000
O 2.308 -2.894 -0.152 -1.455 -1.483 -2.113 0.007
C -1.864 -2.150 2.752 -0.781 0.963 0.137 -0.001
H -2.533 0.135 0.161 0.445 -0.690 0.537 -0.001
H 2.696 -2.700 -3.679 0.065 -0.793 0.742 -0.002
C 1.044 5.248 -0.079 -0.785 -1.611 0.643 0.000
H -3.884 1.123 0.759 -0.094 -0.211 0.083 0.000
H 4.410 -0.391 -0.693 -0.615 0.395 0.098 -0.001
H -0.542 3.033 5.821 -0.367 -0.053 -0.508 0.000
H -2.286 1.879 2.077 0.189 0.705 -0.750 0.000
H 2.095 5.131 0.103 0.778 0.171 -0.236 0.000
C 3.713 -1.201 -0.908 0.355 -1.632 1.219 -0.012
C 2.784 -1.573 -5.120 -0.682 0.706 -0.933 0.001
H 0.810 6.303 -0.188 -0.211 0.127 0.161 0.000
H 0.643 2.625 -1.740 -0.566 -0.464 -0.350 0.000
H 0.097 3.452 -4.456 -0.500 -0.506 -0.045 0.000
O -5.856 1.309 -1.995 0.556 -0.853 0.113 0.000
F 0.240 -1.042 -0.032 0.013 0.124 0.356 0.010
V 0.819 -1.888 -1.549 -0.370 -0.518 -1.093 1.948
O 0.341 2.171 4.211 -0.508 0.932 0.317 0.000
H 1.627 1.731 0.008 1.457 -0.465 1.593 0.000
C -2.024 2.093 1.008 -0.351 -0.976 0.420 -0.001
H 2.499 1.213 -4.298 0.844 -0.741 0.246 0.000
H 1.777 -0.122 4.427 -0.267 0.490 -0.403 0.000
H 0.072 0.927 -5.689 -1.292 -1.578 -1.277 0.000
H 4.184 1.845 0.768 0.254 0.348 0.092 0.000
C 0.676 4.513 -1.372 0.564 0.788 0.972 0.000
H -0.105 0.162 2.188 -0.404 -0.853 0.580 0.000
H 2.967 0.299 -6.171 0.673 -0.703 0.702 0.000
H 1.700 -1.449 -4.998 -0.014 -0.095 0.482 0.000
H 1.632 3.045 3.371 -0.070 -0.206 -0.048 0.000
H 2.814 -0.146 6.387 -0.343 0.668 0.472 0.000
H -1.552 -5.094 -3.333 0.120 0.503 -0.137 0.000
```
Forces are in eV/Å.


| no. | molar mass (g/mol) |
| --- | --- |
| 1 | 903.39 |
| 2 | 852.75 |